[1]
Density functional theory data (ωB97M-V/def2-TZVPD) for a molecular structure, C29H18Br2Cl2N2O2Os in a non-equilibrium geometry.

Structure (ORCA input):
```
! RIJCOSX wB97M-V def2-TZVPD def2/J DEFGRID3
* xyz 2 1
Os -1.240 0.257 -0.191
Br -3.088 1.774 0.766
C -2.245 1.887 2.491
C -2.572 2.873 3.366
C -1.968 2.835 4.641
C -1.175 1.779 4.996
C -0.886 0.736 4.081
C -0.150 -0.417 4.445
C 0.050 -1.428 3.546
C -0.381 -1.291 2.214
C -1.007 -0.139 1.767
C -1.369 0.832 2.758
H -3.277 3.653 3.110
H -2.176 3.629 5.344
H -0.767 1.716 5.997
H 0.220 -0.502 5.459
H 0.551 -2.336 3.854
H -0.201 -2.100 1.524
Cl -0.649 -3.688 -6.430
C -0.875 -3.039 -4.856
C -0.611 -3.825 -3.734
C -0.752 -3.316 -2.459
Cl -0.526 -4.375 -1.113
C -1.099 -1.971 -2.241
O -1.095 -1.503 -0.986
C -1.449 -1.228 -3.384
C -1.965 0.090 -3.257
O -2.018 0.741 -2.206
C -1.345 -1.767 -4.679
H -0.307 -4.856 -3.861
H -2.363 0.558 -4.164
H -1.640 -1.170 -5.533
Br 4.970 -4.007 1.868
C 3.723 -2.749 1.259
C 2.569 -3.177 0.616
C 1.662 -2.247 0.144
C 1.898 -0.897 0.311
C 3.040 -0.472 0.986
C 3.958 -1.396 1.453
N 1.011 0.103 -0.223
C 1.577 1.056 -0.841
C 0.816 2.179 -1.297
C 1.380 3.168 -2.078
C 0.584 4.225 -2.495
C -0.741 4.244 -2.100
C -1.229 3.221 -1.305
N -0.464 2.198 -0.903
H 2.379 -4.234 0.488
H 0.785 -2.574 -0.379
H 3.200 0.583 1.176
H 4.856 -1.063 1.956
H 2.642 1.038 -1.050
H 2.425 3.105 -2.352
H 0.992 5.012 -3.114
H -1.405 5.042 -2.402
H -2.253 3.232 -0.983
*
```

The value obtained for the LUMO energy (alpha / beta) is -8.14 / -8.12 eV. The HOMO energy (alpha / beta) comes out at -13.5 / -13.5 eV.

---

[2]
Density functional theory data (ωB97M-V/def2-TZVPD) for 2 unconnected molecules or ions with the total composition C5H11O2 in a non-equilibrium geometry.

Structure (ORCA input):
```
! RIJCOSX wB97M-V def2-TZVPD def2/J DEFGRID3
* xyz -1 1
C -1.708 -0.249 -0.851
C -1.532 -1.350 -1.897
C -2.915 -0.257 0.089
H -0.902 -0.286 -0.103
H -1.551 0.715 -1.331
H -2.401 -1.410 -2.559
H -1.263 -2.290 -1.448
H -3.831 -0.534 -0.478
H -2.841 -1.002 0.876
H -0.758 -0.966 -2.559
H -3.228 0.716 0.437
C 1.438 1.414 -0.199
C 1.769 0.373 0.883
O 2.824 -0.281 0.758
O 0.903 0.280 1.792
H 0.793 2.158 0.193
H 0.906 1.131 -1.116
H 2.352 1.898 -0.568
*
```

The value obtained for the LUMO energy is 3.72 eV. The HOMO energy comes out at -3.8 eV. Its energy above the lowest of the compared OMol25 structures with the same formula, charge and spin is 54.9 kJ/mol.

---

[3]
Density functional theory data (ωB97M-V/def2-TZVPD) for 3 unconnected molecules or ions with the total composition C5H10N2O in a non-equilibrium geometry.

Structure (ORCA input):
```
! RIJCOSX wB97M-V def2-TZVPD def2/J DEFGRID3
* xyz 0 1
C -1.441 -1.701 -1.168
C -1.238 -0.883 -0.140
C -2.224 0.149 0.318
O -0.056 -0.882 0.548
H -2.391 -1.726 -1.674
H -0.694 -2.412 -1.480
H -3.135 0.111 -0.274
H -2.483 -0.024 1.364
H -1.803 1.154 0.233
H 0.310 0.144 0.905
C 2.373 -1.067 -0.645
N 3.338 -0.526 -0.963
H 1.280 -1.201 -0.130
C 1.732 1.838 0.230
N 1.068 1.335 1.179
H 2.550 2.543 0.357
H 1.428 1.606 -0.783
H 1.386 1.542 2.123
*
```

The value obtained for the LUMO energy is 0.29 eV. The HOMO energy comes out at -8.7 eV. Its energy above the lowest of the compared OMol25 structures with the same formula, charge and spin is 281.7 kJ/mol.

---

[4]
Density functional theory data (ωB97M-V/def2-TZVPD) for C5H8N2 in the gas phase.

Structure (ORCA input):
```
! RIJCOSX wB97M-V def2-TZVPD def2/J DEFGRID3
* xyz 0 1
C 0.769 -2.152 1.049
C 0.373 -0.963 0.228
C 0.411 -0.785 -1.175
C -0.061 0.493 -1.377
N -0.344 0.999 -0.156
C -0.928 2.274 0.185
N -0.094 0.126 0.829
H 1.854 -2.203 1.200
H 0.454 -3.087 0.574
H 0.294 -2.080 2.031
H 0.723 -1.494 -1.929
H -0.214 1.073 -2.279
H -1.146 2.831 -0.729
H -0.240 2.856 0.804
H -1.852 2.100 0.744
*
```

The value obtained for the LUMO energy is 1.04 eV. The HOMO energy comes out at -8.9 eV. Its energy above the lowest of the compared OMol25 structures with the same formula, charge and spin is 44.0 kJ/mol.

---

[5]
Density functional theory data (ωB97M-V/def2-TZVPD) for a molecular structure, C30H27N7O4Se2Ti in a non-equilibrium geometry.

Structure (ORCA input):
```
! RIJCOSX wB97M-V def2-TZVPD def2/J DEFGRID3
* xyz -2 3
Ti -0.438 0.510 -1.134
C -3.568 0.467 -1.949
N -2.789 0.379 -0.685
C -3.375 1.356 0.249
C -2.823 -0.967 -0.119
C -4.030 -1.654 -0.086
C -4.087 -2.987 0.281
C -2.895 -3.638 0.578
C -1.703 -2.942 0.588
C -1.635 -1.568 0.319
N -0.423 -0.827 0.434
C 0.344 -1.121 1.582
C -0.285 -1.625 2.741
C 0.389 -1.967 3.896
C 1.763 -1.790 3.975
C 2.391 -1.201 2.894
C 1.722 -0.826 1.728
N 2.471 -0.130 0.728
C 2.718 1.264 1.072
C 3.748 -0.747 0.400
H -3.159 1.277 -2.553
H -3.484 -0.463 -2.499
H -4.617 0.685 -1.724
H -4.444 1.156 0.381
H -3.249 2.362 -0.153
H -2.890 1.295 1.219
H -4.929 -1.140 -0.403
H -5.030 -3.517 0.286
H -2.884 -4.702 0.778
H -0.781 -3.468 0.793
H -1.358 -1.751 2.730
H -0.171 -2.359 4.736
H 2.325 -2.076 4.855
H 3.455 -0.998 2.940
H 3.521 1.354 1.825
H 1.833 1.732 1.483
H 3.020 1.812 0.176
H 4.510 -0.544 1.172
H 4.112 -0.336 -0.541
H 3.635 -1.821 0.280
O -1.195 6.776 1.884
C -1.186 5.725 2.549
O -1.361 5.530 3.767
C -0.919 4.439 1.723
C -0.817 3.199 2.334
C -0.607 2.065 1.569
N -0.508 2.099 0.234
C -0.617 3.302 -0.359
C -0.806 4.477 0.334
C -0.696 3.256 -1.882
O -0.574 4.266 -2.538
O -0.930 2.047 -2.299
H -0.917 3.137 3.410
H -0.523 1.085 2.021
H -0.890 5.414 -0.196
Se 2.092 1.941 -3.011
N 1.395 0.504 -2.084
C 2.178 -0.563 -2.459
C 1.992 -1.875 -2.005
C 2.821 -2.887 -2.440
C 3.879 -2.614 -3.323
C 4.095 -1.331 -3.773
C 3.251 -0.278 -3.354
N 3.424 1.005 -3.752
H 1.190 -2.088 -1.311
H 2.640 -3.900 -2.102
H 4.522 -3.419 -3.658
H 4.902 -1.099 -4.457
Se -1.085 -1.388 -3.235
C -0.887 -3.108 -2.613
N -0.774 -4.201 -2.246
*
```

As for the expectation value of S²: 2.024. The value obtained for the LUMO energy (alpha / beta) is 4.28 / 4.28 eV. The HOMO energy (alpha / beta) comes out at -1.2 / -3.0 eV. Its energy above the lowest of the compared OMol25 structures with the same formula, charge and spin is 0.7 kJ/mol.

---

[6]
Density functional theory data (ωB97M-V/def2-TZVPD) for a molecular structure, C6H6 in a non-equilibrium geometry.

Structure (ORCA input):
```
! RIJCOSX wB97M-V def2-TZVPD def2/J DEFGRID3
* xyz 0 1
C 3.036 0.000 0.383
C 1.865 -0.161 0.608
C 0.438 -0.371 0.870
C -0.339 -0.518 -0.408
C -1.593 -0.106 -0.521
C -2.703 0.583 -0.643
H 4.078 0.147 0.202
H 0.045 0.481 1.438
H 0.310 -1.261 1.496
H -1.606 0.606 -1.527
H 0.165 -0.886 -1.294
H -3.705 0.115 -0.601
*
```

The value obtained for the LUMO energy is 0.79 eV. The HOMO energy comes out at -8.2 eV. Its energy above the lowest of the compared OMol25 structures with the same formula, charge and spin is 666.7 kJ/mol.

---

Question: Number 3 is which compound?
Answer: C5H10N2O